one) {
  "formula": "C2H6N3S2",
  "method": "ωB97M-V/def2-TZVPD",
  "species": ["C", "C", "N", "N", "N", "S", "S", "H", "H", "H", "H", "H", "H"],
  "xyz": [[-0.984, 1.003, -0.530], [1.501, -0.518, 0.663], [-1.713, -0.034, -0.610], [-0.616, 1.992, -1.063], [0.364, 0.071, 0.761], [1.873, -1.368, -0.785], [2.681, -0.700, 1.933], [-1.503, -0.948, -0.152], [-2.634, 0.112, -0.893], [0.117, 2.582, -0.572], [0.882, -0.727, -1.520], [-0.032, 0.440, 1.608], [3.748, -0.959, 1.185]],
  "homo_lumo_gap_ev": 9.583,
  "total_charge": 1
}

---

two) {
  "formula": "C2H6N3S2",
  "method": "ωB97M-V/def2-TZVPD",
  "species": ["C", "C", "N", "N", "N", "S", "S", "H", "H", "H", "H", "H", "H"],
  "xyz": [[-0.591, -0.724, -0.228], [3.254, -0.056, 0.278], [-1.729, -0.925, 0.536], [1.130, 0.778, -0.948], [0.159, 0.356, -0.122], [3.244, -1.523, 0.710], [3.343, 1.520, -0.158], [-0.562, -1.083, -1.202], [-2.631, -1.348, 0.275], [-1.771, -0.227, 1.328], [1.101, 0.321, -1.858], [0.058, 0.906, 0.788], [4.657, 1.704, 0.374]],
  "homo_lumo_gap_ev": [6.447, 6.451],
  "total_charge": 1
}

---

Most stable: one)

---

one) {
  "formula": "C2H10NS2",
  "method": "ωB97M-V/def2-TZVPD",
  "species": ["N", "H", "H", "H", "H", "C", "S", "S", "C", "H", "H", "H", "H", "H", "H"],
  "xyz": [[1.915, -0.108, -2.319], [0.997, -0.369, -2.679], [2.054, 0.896, -2.424], [1.895, -0.349, -1.309], [2.616, -0.660, -2.816], [-0.772, -2.094, 0.472], [0.453, -0.764, 0.463], [-0.595, 0.922, -0.044], [-0.967, 1.647, 1.568], [-1.460, -1.973, 1.296], [-1.295, -2.160, -0.466], [-0.202, -3.004, 0.612], [-0.062, 1.741, 2.152], [-1.361, 2.642, 1.376], [-1.700, 1.054, 2.105]],
  "homo_lumo_gap_ev": 8.995,
  "total_charge": 1
}

---

two) {
  "formula": "C2H10NS2",
  "method": "ωB97M-V/def2-TZVPD",
  "species": ["C", "C", "S", "S", "H", "H", "H", "H", "H", "H", "N", "H", "H", "H", "H"],
  "xyz": [[-0.902, -1.153, 2.163], [0.009, -0.307, 1.288], [1.602, -0.926, 1.085], [-2.162, 1.167, -1.372], [-0.377, -1.337, 3.098], [-1.116, -2.131, 1.742], [-1.836, -0.646, 2.386], [0.100, 0.749, 1.568], [-0.367, -0.230, 0.213], [-1.029, 1.012, -2.172], [1.722, 0.597, -1.910], [-0.261, 0.819, -1.976], [1.381, 1.536, -1.762], [2.533, 0.298, -1.393], [1.887, 0.443, -2.899]],
  "homo_lumo_gap_ev": 4.377,
  "total_charge": 1
}

---

three) {
  "formula": "C2H10NS2",
  "method": "ωB97M-V/def2-TZVPD",
  "species": ["C", "N", "H", "H", "H", "H", "H", "H", "C", "S", "S", "H", "H", "H", "H"],
  "xyz": [[-2.108, -0.634, -0.588], [-1.180, -0.397, 0.427], [-1.480, -1.309, -1.204], [-2.862, -1.116, 0.019], [-2.459, 0.360, -0.963], [-1.636, 0.181, 1.152], [-0.230, -0.134, -0.032], [-0.920, -1.358, 0.800], [2.206, 0.715, 1.053], [2.083, -0.497, -0.369], [0.667, 0.171, -1.908], [2.969, 0.305, 1.758], [1.249, 0.738, 1.631], [2.354, 1.643, 0.511], [1.346, 1.331, -2.288]],
  "homo_lumo_gap_ev": 9.352,
  "total_charge": 1
}

---

four) {
  "formula": "C2H10NS2",
  "method": "ωB97M-V/def2-TZVPD",
  "species": ["C", "N", "H", "H", "H", "H", "H", "H", "C", "S", "S", "H", "H", "H", "H"],
  "xyz": [[-0.673, 3.153, 0.400], [0.472, 3.713, 1.186], [-0.371, 3.248, -0.639], [-0.770, 2.086, 0.602], [-1.662, 3.541, 0.622], [0.350, 4.716, 1.174], [1.365, 3.393, 0.821], [0.517, 3.482, 2.174], [-1.493, -2.489, -0.478], [-0.045, -1.921, 0.397], [0.810, -0.599, -0.899], [-2.179, -1.645, -0.541], [-1.978, -3.265, 0.115], [-1.321, -2.938, -1.453], [1.965, -1.100, -1.376]],
  "homo_lumo_gap_ev": 7.695,
  "total_charge": 1
}

---

Most stable: one)

---

one) {
  "formula": "C4H7IN2",
  "method": "ωB97M-V/def2-TZVPD",
  "species": ["C", "C", "C", "C", "N", "N", "I", "H", "H", "H", "H", "H", "H", "H"],
  "xyz": [[-0.858, -0.599, 0.058], [1.369, 1.794, 2.411], [1.092, -0.553, -1.378], [-0.057, 0.127, -0.746], [-2.089, -0.147, 0.539], [1.200, 0.811, 1.798], [-2.274, 1.852, 0.651], [-0.555, -1.526, 0.439], [1.706, 0.103, -2.031], [1.733, -0.941, -0.586], [0.737, -1.406, -2.035], [-0.491, 1.052, -1.166], [-2.799, -0.773, 1.040], [1.285, 0.205, 1.009]],
  "homo_lumo_gap_ev": 7.940
}

---

two) {
  "formula": "C4H7IN2",
  "method": "ωB97M-V/def2-TZVPD",
  "species": ["C", "C", "C", "C", "N", "N", "I", "H", "H", "H", "H", "H", "H", "H"],
  "xyz": [[0.083, -1.554, 0.684], [-0.464, -1.062, -0.426], [-1.055, 0.227, -0.409], [-0.315, 1.264, 0.546], [1.773, 1.148, -0.480], [0.907, 1.486, 0.451], [-3.347, -0.165, -0.061], [0.775, -2.364, 0.526], [-0.206, -1.347, 1.756], [-0.387, -1.619, -1.366], [-1.183, 0.766, -1.435], [-0.979, 1.670, 1.348], [1.626, 0.155, -0.779], [2.772, 1.394, -0.356]],
  "homo_lumo_gap_ev": 8.531,
  "smiles": "C=C[C@@H](I)/C=N\\N"
}

---

three) {
  "formula": "C4H7IN2",
  "method": "ωB97M-V/def2-TZVPD",
  "species": ["C", "C", "C", "C", "N", "N", "I", "H", "H", "H", "H", "H", "H", "H"],
  "xyz": [[0.214, 1.705, -0.149], [0.663, 1.952, 1.010], [0.431, 0.326, -0.980], [-0.363, -1.376, 0.531], [1.773, -0.577, 0.733], [0.751, -0.688, -0.094], [3.565, -0.022, -0.039], [-0.337, 2.391, -0.769], [1.190, 1.483, 1.814], [-0.481, 0.108, -1.534], [1.254, 0.552, -1.661], [-0.917, -0.700, 1.190], [-1.026, -1.760, -0.243], [0.028, -2.201, 1.123]],
  "homo_lumo_gap_ev": [7.540, 8.408]
}

---

Most stable: two)

---

one) {
  "formula": "C3H3BrO",
  "method": "ωB97M-V/def2-TZVPD",
  "species": ["C", "C", "C", "O", "Br", "H", "H", "H"],
  "xyz": [[-1.854, -0.337, 0.134], [-1.121, -1.267, 0.395], [0.438, 1.002, -0.541], [0.140, 1.983, -0.078], [3.432, -0.160, 0.090], [-2.640, 0.274, -0.301], [2.010, 0.367, -0.364], [-0.405, -1.861, 0.664]],
  "homo_lumo_gap_ev": 10.511
}

---

two) {
  "formula": "C3H3BrO",
  "method": "ωB97M-V/def2-TZVPD",
  "species": ["C", "C", "C", "O", "Br", "H", "H", "H"],
  "xyz": [[-0.108, 0.451, 0.334], [-1.175, -0.355, -0.280], [0.617, -0.659, 0.451], [-0.581, -1.517, 0.087], [-3.807, 0.101, -0.179], [0.131, 1.468, 0.295], [-1.239, -0.257, -1.285], [1.425, -1.093, 0.913]],
  "homo_lumo_gap_ev": 7.777
}

---

three) {
  "formula": "C3H3BrO",
  "method": "ωB97M-V/def2-TZVPD",
  "species": ["C", "C", "C", "O", "Br", "H", "H", "H"],
  "xyz": [[0.487, -0.131, 0.163], [1.416, 0.672, -0.583], [-1.005, 0.072, 0.264], [2.461, 1.217, -0.652], [0.729, -1.982, -0.102], [-1.527, -0.269, -0.568], [-1.147, 1.046, 0.466], [-1.414, -0.625, 1.011]],
  "homo_lumo_gap_ev": 8.539,
  "smiles": "CC(Br)=C=O"
}

---

Most stable: three)